{
  "formula": "C22H21N3O3",
  "method": "ωB97M-V/def2-TZVPD",
  "molar_mass_da": 375.43,
  "e_above_lowest_kj_mol": 329.0,
  "smiles": "C/C(=N/NC(=O)CNC(=O)C(c1ccccc1)c1ccccc1)c1ccco1",
  "spin_multiplicity": 1,
  "gap_ev": 8.9,
  "largest_force_ev_per_a": 1.06,
  "elements": ["C", "C", "N", "N", "C", "O", "C", "N", "C", "O", "C", "C", "C", "C", "C", "C", "C", "C", "C", "C", "C", "C", "C", "C", "C", "C", "C", "O", "H", "H", "H", "H", "H", "H", "H", "H", "H", "H", "H", "H", "H", "H", "H", "H", "H", "H", "H", "H", "H"],
  "xyz": [[-5.368025, -0.083561, 2.546046], [-4.689698, 0.026597, 1.213853], [-3.424181, 0.186162, 1.250092], [-2.665586, 0.316745, 0.145725], [-1.314303, 0.459033, 0.247235], [-0.690280, 0.446669, 1.280114], [-0.643868, 0.666914, -1.111013], [0.782515, 0.683321, -0.927843], [1.615153, -0.012185, -1.730475], [1.248780, -0.537124, -2.760626], [3.067579, -0.078299, -1.246898], [3.284082, -1.373713, -0.497173], [2.326559, -1.898827, 0.363348], [2.569308, -3.078747, 1.045729], [3.769491, -3.747659, 0.882153], [4.728905, -3.230325, 0.028943], [4.485515, -2.053670, -0.655869], [3.450424, 1.140810, -0.442594], [3.362508, 1.170439, 0.944845], [3.688760, 2.319415, 1.644651], [4.104043, 3.453956, 0.969920], [4.195664, 3.433100, -0.411718], [3.871341, 2.285247, -1.111254], [-5.549472, -0.061644, 0.045694], [-6.912480, -0.236354, -0.022591], [-7.248368, -0.265713, -1.392241], [-6.079479, -0.108170, -2.070788], [-5.048853, 0.016375, -1.219285], [-5.878934, -1.039815, 2.635377], [-4.616786, -0.001924, 3.324626], [-6.100854, 0.711704, 2.665875], [-3.093418, 0.306995, -0.778882], [-0.889960, -0.140068, -1.809481], [-0.992267, 1.616950, -1.538906], [1.096618, 0.992060, -0.015760], [3.681584, -0.108032, -2.153911], [1.382146, -1.395403, 0.508986], [1.814235, -3.474432, 1.709163], [3.955791, -4.668350, 1.415226], [5.668703, -3.745615, -0.106438], [5.238223, -1.655943, -1.321776], [3.047862, 0.289949, 1.485485], [3.615793, 2.325899, 2.722122], [4.357542, 4.349627, 1.517386], [4.521699, 4.313570, -0.946009], [3.943235, 2.274163, -2.189708], [-7.589412, -0.332024, 0.800500], [-8.224405, -0.388196, -1.813936], [-5.853422, -0.069923, -3.117924]],
  "atomic_forces_ev_per_a": [[-0.01, -0.01, -0.07], [0.41, 0.06, -0.16], [0.17, 0.02, 0.72], [-0.59, -0.05, -0.89], [0.18, 0.04, -0.21], [0.09, 0.00, 0.15], [0.17, -0.02, -0.04], [-0.36, 0.19, 0.37], [0.21, 0.29, -0.01], [-0.05, -0.26, -0.31], [-0.11, -0.14, -0.10], [0.06, -0.14, -0.07], [0.02, -0.05, -0.06], [-0.03, -0.04, 0.07], [0.01, -0.07, 0.05], [0.08, -0.05, 0.01], [-0.04, 0.05, 0.02], [0.21, 0.10, 0.09], [0.06, -0.05, -0.07], [-0.03, 0.10, 0.08], [0.01, 0.05, 0.07], [0.02, 0.07, -0.06], [-0.01, -0.03, 0.04], [-1.02, -0.13, 0.16], [0.86, 0.11, 0.18], [0.44, 0.06, -0.47], [-0.84, -0.11, -0.13], [0.45, 0.06, 0.20], [-0.10, -0.08, 0.06], [0.01, 0.00, 0.02], [-0.11, 0.05, 0.06], [0.17, 0.00, 0.29], [-0.05, 0.13, 0.07], [-0.07, -0.16, 0.01], [0.02, -0.03, -0.15], [-0.17, 0.02, 0.10], [-0.11, 0.07, 0.01], [-0.06, -0.03, 0.05], [0.01, -0.07, 0.04], [0.07, -0.04, -0.02], [0.06, 0.05, -0.08], [-0.01, -0.07, 0.04], [-0.01, 0.00, 0.09], [0.03, 0.07, 0.04], [0.03, 0.07, -0.04], [0.01, -0.02, -0.12], [-0.07, -0.01, 0.24], [-0.17, -0.02, -0.16], [0.12, 0.02, -0.11]],
  "mulliken_charge": [-1.3595, 0.5241, -0.7500, 0.1883, 0.5809, -0.6284, -1.0476, 0.0373, 0.0795, -0.7097, 0.4508, -0.2013, 0.1582, -0.8537, -0.4096, -0.6825, -0.5336, -0.1709, 0.2169, -0.8694, -0.4256, -0.6746, -0.4083, 0.6766, -0.4571, -0.5725, -0.5369, -0.3475, 0.3147, 0.3822, 0.3119, 0.4123, 0.5056, 0.3013, 0.2707, 0.7654, 0.4082, 0.4220, 0.3804, 0.3886, 0.3935, 0.4533, 0.3965, 0.3866, 0.3863, 0.4456, 0.4891, 0.4333, 0.4785]
}

{
  "formula": "C4H7FO",
  "method": "ωB97M-V/def2-TZVPD",
  "molar_mass_da": 90.10,
  "e_above_lowest_kj_mol": 322.4,
  "smiles": "CCO/C=C\\F",
  "spin_multiplicity": 1,
  "gap_ev": 10.0,
  "largest_force_ev_per_a": 6.56,
  "elements": ["C", "C", "O", "C", "C", "F", "H", "H", "H", "H", "H", "H", "H"],
  "xyz": [[-1.477222, 0.565906, -0.577188], [-0.955180, -0.811349, -0.016431], [0.328213, -0.971590, -0.281422], [1.059522, -0.121003, 0.317336], [2.282409, 0.264740, 0.197803], [3.102817, -0.310977, -0.728870], [-1.209106, 1.474034, 0.151642], [-2.602932, 0.441697, -0.686481], [-0.961180, 0.873444, -1.645569], [-1.112084, -0.778257, 1.145741], [-1.580944, -1.791294, -0.176488], [0.320621, 0.366977, 1.163338], [2.805066, 0.797676, 1.136593]],
  "atomic_forces_ev_per_a": [[0.05, 0.94, -0.94], [-5.25, -0.12, 2.41], [1.83, -3.55, -3.21], [-2.76, 3.33, 4.94], [3.65, 0.78, 2.01], [-0.07, 0.47, 0.34], [-0.76, -2.13, -1.55], [1.40, 0.68, 0.01], [-1.43, -1.10, 2.64], [0.32, 0.25, -1.54], [1.24, 2.01, -0.87], [2.93, -0.57, -1.42], [-1.13, -0.99, -2.80]],
  "mulliken_charge": [-0.7733, -0.4627, -0.3895, 0.2009, -0.1907, -0.2449, 0.2573, 0.3120, 0.2387, 0.3236, 0.3138, 0.1957, 0.2191]
}

{
  "formula": "C4H7ClN2O",
  "method": "ωB97M-V/def2-TZVPD",
  "molar_mass_da": 134.57,
  "e_above_lowest_kj_mol": 282.2,
  "smiles": "[H]/N=C(/NO)[C@@H]1C[C@@H]1Cl",
  "spin_multiplicity": 1,
  "gap_ev": 10.3,
  "largest_force_ev_per_a": 2.55,
  "elements": ["H", "N", "C", "N", "O", "C", "C", "C", "Cl", "H", "H", "H", "H", "H", "H"],
  "xyz": [[1.962575, 0.868291, -0.504391], [1.169847, 1.552597, -0.320217], [0.060394, 1.034296, -0.028676], [-1.043922, 1.883296, -0.035705], [-2.018568, 1.516849, 0.874029], [-0.271345, -0.450772, 0.059723], [0.768306, -1.532881, 0.391238], [0.055972, -1.560099, -0.896347], [1.061378, -1.195366, -2.365497], [-0.675021, 2.855274, 0.226905], [-1.547019, 1.418637, 1.737730], [-1.204366, -0.606979, 0.555776], [1.808082, -1.230084, 0.321238], [0.587902, -2.263864, 1.172297], [-0.714214, -2.289196, -1.188101]],
  "atomic_forces_ev_per_a": [[-1.57, 0.95, 0.42], [1.90, -0.57, -0.06], [0.49, -1.77, -1.64], [1.17, 2.20, 0.55], [-0.28, -0.31, 1.64], [0.53, 0.12, 0.83], [0.07, 0.41, 0.22], [0.20, 0.14, -1.61], [-0.56, -0.12, 0.74], [-0.78, -1.61, -0.81], [-0.78, 0.14, -0.61], [-0.52, -0.16, 0.05], [-0.09, 0.03, -0.01], [-0.23, 0.10, -0.15], [0.46, 0.45, 0.46]],
  "mulliken_charge": [0.2750, -0.7320, 0.2717, -0.1828, -0.3867, -0.3763, -0.8290, 0.1556, -0.2050, 0.3267, 0.3436, 0.5318, 0.2396, 0.2341, 0.3336]
}

{
  "formula": "C11H14N2",
  "method": "ωB97M-V/def2-TZVPD",
  "molar_mass_da": 174.25,
  "e_above_lowest_kj_mol": 52.5,
  "smiles": "Cc1c[nH]cn1.Cc1ccccc1",
  "spin_multiplicity": 1,
  "gap_ev": 9.2,
  "largest_force_ev_per_a": 2.16,
  "elements": ["C", "C", "C", "N", "C", "N", "H", "H", "H", "H", "H", "H", "C", "C", "C", "C", "C", "C", "C", "H", "H", "H", "H", "H", "H", "H", "H"],
  "xyz": [[0.036289, 2.466418, -2.948766], [0.715785, 2.095999, -1.662435], [0.162822, 1.574245, -0.532904], [1.163975, 0.840489, 0.083197], [2.230903, 0.886920, -0.733991], [2.048298, 1.691920, -1.741563], [0.672581, 3.010621, -3.640439], [-0.877434, 3.038303, -2.802663], [-0.236341, 1.510808, -3.394364], [-0.812782, 1.592710, -0.099022], [0.955077, 0.394655, 0.963281], [3.077254, 0.224398, -0.622101], [-1.139507, -2.269499, -1.106468], [-1.000325, -1.746861, 0.318864], [0.042948, -2.216665, 1.100297], [0.106467, -1.756822, 2.424614], [-0.716015, -0.744718, 2.879135], [-1.661040, -0.184262, 2.026877], [-1.792260, -0.679879, 0.737656], [-0.259749, -2.854619, -1.327084], [-1.338509, -1.527263, -1.858423], [-1.945053, -2.994710, -1.037730], [0.893699, -2.805725, 0.787094], [0.814989, -2.235307, 3.086787], [-0.652419, -0.448644, 3.912421], [-2.270709, 0.613764, 2.363915], [-2.436831, -0.174642, 0.033200]],
  "atomic_forces_ev_per_a": [[-0.23, 0.29, 0.45], [0.53, -0.56, -0.57], [0.57, 0.22, 0.21], [-1.56, 0.34, -0.02], [0.79, -0.03, 0.34], [-0.66, -0.46, -0.48], [0.19, -0.02, 0.11], [-0.09, 0.05, 0.08], [-0.06, 0.09, -0.36], [-0.25, 0.22, -0.04], [0.64, -0.40, -0.08], [0.20, 0.39, 0.31], [-0.04, -0.63, 1.51], [0.81, 0.45, -1.96], [-0.32, 0.84, 1.56], [0.28, -0.32, -0.38], [-0.30, -0.37, 0.18], [0.52, -0.62, -0.35], [0.20, -0.16, 0.67], [0.33, 0.01, -0.43], [-0.08, 0.32, -0.20], [-0.36, -0.06, -0.50], [-0.51, -0.53, -0.51], [0.19, 0.25, 0.12], [0.01, 0.23, 0.15], [-0.48, 0.70, 0.23], [-0.30, -0.25, -0.05]],
  "mulliken_charge": [-1.0945, 0.3832, -0.4101, 0.0473, -0.2023, -0.6409, 0.3212, 0.3384, 0.2110, 0.4591, 0.1946, 0.4052, -1.4937, 1.2818, -0.7328, -0.3700, -0.5823, -0.3343, -0.8070, 0.3785, 0.3252, 0.3544, 0.3026, 0.3568, 0.3995, 0.4169, 0.4923]
}

Copy entry 4 word for word.
{
  "formula": "C11H14N2",
  "method": "ωB97M-V/def2-TZVPD",
  "molar_mass_da": 174.25,
  "e_above_lowest_kj_mol": 52.5,
  "smiles": "Cc1c[nH]cn1.Cc1ccccc1",
  "spin_multiplicity": 1,
  "gap_ev": 9.2,
  "largest_force_ev_per_a": 2.16,
  "elements": ["C", "C", "C", "N", "C", "N", "H", "H", "H", "H", "H", "H", "C", "C", "C", "C", "C", "C", "C", "H", "H", "H", "H", "H", "H", "H", "H"],
  "xyz": [[0.036289, 2.466418, -2.948766], [0.715785, 2.095999, -1.662435], [0.162822, 1.574245, -0.532904], [1.163975, 0.840489, 0.083197], [2.230903, 0.886920, -0.733991], [2.048298, 1.691920, -1.741563], [0.672581, 3.010621, -3.640439], [-0.877434, 3.038303, -2.802663], [-0.236341, 1.510808, -3.394364], [-0.812782, 1.592710, -0.099022], [0.955077, 0.394655, 0.963281], [3.077254, 0.224398, -0.622101], [-1.139507, -2.269499, -1.106468], [-1.000325, -1.746861, 0.318864], [0.042948, -2.216665, 1.100297], [0.106467, -1.756822, 2.424614], [-0.716015, -0.744718, 2.879135], [-1.661040, -0.184262, 2.026877], [-1.792260, -0.679879, 0.737656], [-0.259749, -2.854619, -1.327084], [-1.338509, -1.527263, -1.858423], [-1.945053, -2.994710, -1.037730], [0.893699, -2.805725, 0.787094], [0.814989, -2.235307, 3.086787], [-0.652419, -0.448644, 3.912421], [-2.270709, 0.613764, 2.363915], [-2.436831, -0.174642, 0.033200]],
  "atomic_forces_ev_per_a": [[-0.23, 0.29, 0.45], [0.53, -0.56, -0.57], [0.57, 0.22, 0.21], [-1.56, 0.34, -0.02], [0.79, -0.03, 0.34], [-0.66, -0.46, -0.48], [0.19, -0.02, 0.11], [-0.09, 0.05, 0.08], [-0.06, 0.09, -0.36], [-0.25, 0.22, -0.04], [0.64, -0.40, -0.08], [0.20, 0.39, 0.31], [-0.04, -0.63, 1.51], [0.81, 0.45, -1.96], [-0.32, 0.84, 1.56], [0.28, -0.32, -0.38], [-0.30, -0.37, 0.18], [0.52, -0.62, -0.35], [0.20, -0.16, 0.67], [0.33, 0.01, -0.43], [-0.08, 0.32, -0.20], [-0.36, -0.06, -0.50], [-0.51, -0.53, -0.51], [0.19, 0.25, 0.12], [0.01, 0.23, 0.15], [-0.48, 0.70, 0.23], [-0.30, -0.25, -0.05]],
  "mulliken_charge": [-1.0945, 0.3832, -0.4101, 0.0473, -0.2023, -0.6409, 0.3212, 0.3384, 0.2110, 0.4591, 0.1946, 0.4052, -1.4937, 1.2818, -0.7328, -0.3700, -0.5823, -0.3343, -0.8070, 0.3785, 0.3252, 0.3544, 0.3026, 0.3568, 0.3995, 0.4169, 0.4923]
}

Repeat the second record exactly.
{
  "formula": "C4H7FO",
  "method": "ωB97M-V/def2-TZVPD",
  "molar_mass_da": 90.10,
  "e_above_lowest_kj_mol": 322.4,
  "smiles": "CCO/C=C\\F",
  "spin_multiplicity": 1,
  "gap_ev": 10.0,
  "largest_force_ev_per_a": 6.56,
  "elements": ["C", "C", "O", "C", "C", "F", "H", "H", "H", "H", "H", "H", "H"],
  "xyz": [[-1.477222, 0.565906, -0.577188], [-0.955180, -0.811349, -0.016431], [0.328213, -0.971590, -0.281422], [1.059522, -0.121003, 0.317336], [2.282409, 0.264740, 0.197803], [3.102817, -0.310977, -0.728870], [-1.209106, 1.474034, 0.151642], [-2.602932, 0.441697, -0.686481], [-0.961180, 0.873444, -1.645569], [-1.112084, -0.778257, 1.145741], [-1.580944, -1.791294, -0.176488], [0.320621, 0.366977, 1.163338], [2.805066, 0.797676, 1.136593]],
  "atomic_forces_ev_per_a": [[0.05, 0.94, -0.94], [-5.25, -0.12, 2.41], [1.83, -3.55, -3.21], [-2.76, 3.33, 4.94], [3.65, 0.78, 2.01], [-0.07, 0.47, 0.34], [-0.76, -2.13, -1.55], [1.40, 0.68, 0.01], [-1.43, -1.10, 2.64], [0.32, 0.25, -1.54], [1.24, 2.01, -0.87], [2.93, -0.57, -1.42], [-1.13, -0.99, -2.80]],
  "mulliken_charge": [-0.7733, -0.4627, -0.3895, 0.2009, -0.1907, -0.2449, 0.2573, 0.3120, 0.2387, 0.3236, 0.3138, 0.1957, 0.2191]
}